Entry 1:
The following is a DFT calculation (ωB97M-V/def2-TZVPD) of a 10-piece molecular cluster, C46H122N10O13 overall at a distorted geometry.

## Properties
Structure (SMILES)   COC[C@H](C)N.COC[C@H](C)N.COC[C@H](C)N.COC[C@H](C)N.COC[C@H](C)N.COC[C@H](C)N.COC[C@H](C)N.COCCNCCOC.COCCNCCOC.COCCNCCOC
Total charge   0
Energy relative to the best compared isomer or geometry (same formula, charge and spin)   887.1 kJ/mol
Gap between HOMO and LUMO   8.63 eV
E   -3350.9129 hartree

Geometry (Å):
C  -10.4018  -2.0602  0.1298
O  -10.0156  -0.7211  0.4266
C  -10.0815  -0.3550  1.8143
C  -9.6330  1.0220  2.2638
C  -8.2151  1.3170  1.8506
N  -9.7856  1.2723  3.7498
H  -9.4809  -2.6382  0.0529
H  -10.6974  -1.9905  -0.9170
H  -11.0955  -2.5835  0.7880
H  -11.1263  -0.5111  2.0827
H  -9.5629  -1.1170  2.3960
H  -10.2012  1.8266  1.7972
H  -7.4084  0.6259  2.0949
H  -7.9313  2.3222  2.1623
H  -8.2036  1.2668  0.7618
H  -9.0145  1.7270  4.2177
H  -10.1799  0.4727  4.2245
C  8.5696  6.0404  5.5941
O  8.7133  5.1578  4.5415
C  8.2882  5.7146  3.3190
C  8.2525  4.5816  2.2061
C  9.6576  4.1311  1.8676
N  7.5877  4.8939  0.9356
H  7.5263  6.3525  5.5471
H  9.0495  7.0191  5.5941
H  8.8308  5.6784  6.5885
H  7.3160  6.2053  3.2740
H  9.0236  6.4555  3.0056
H  7.8019  3.6997  2.6613
H  9.5347  3.3215  1.1483
H  10.3277  3.6981  2.6102
H  10.2927  4.8631  1.3687
H  7.3144  4.0351  0.4797
H  8.1502  5.5595  0.4250
C  8.8086  -4.4446  -1.2682
O  8.2249  -5.1083  -0.2469
C  9.2213  -5.7027  0.7496
C  8.6678  -6.7150  1.8433
C  7.4251  -6.1271  2.4290
N  9.5184  -6.9526  2.9625
H  7.9888  -4.0001  -1.8325
H  9.3846  -5.0170  -1.9953
H  9.4293  -3.5823  -1.0249
H  10.1447  -5.9743  0.2379
H  9.5715  -4.8459  1.3252
H  8.4235  -7.6612  1.3604
H  6.9484  -6.8788  3.0581
H  6.7234  -5.6793  1.7252
H  7.6065  -5.2578  3.0611
H  9.1734  -7.7432  3.4879
H  10.4601  -7.0710  2.6171
C  -2.2315  -6.9939  3.9318
O  -2.0396  -6.0378  4.9658
C  -2.0345  -4.6807  4.4589
C  -2.2182  -3.7833  5.7132
C  -3.5192  -3.9134  6.5347
N  -2.2015  -2.3631  5.2731
H  -2.7839  -6.5708  3.0928
H  -2.6680  -7.9561  4.1995
H  -1.2204  -7.1485  3.5551
H  -1.0858  -4.4918  3.9566
H  -2.8691  -4.4763  3.7883
H  -1.4997  -4.0686  6.4816
H  -3.6462  -3.3095  7.4331
H  -3.3930  -4.9477  6.8549
H  -4.2906  -3.7703  5.7780
H  -2.0880  -1.7734  6.0851
H  -1.3213  -2.2435  4.7924
C  2.0785  -10.9542  -1.6160
O  0.7242  -11.1285  -2.0032
C  0.3984  -10.8579  -3.3731
C  -1.0486  -11.3095  -3.6220
C  -1.4444  -12.6322  -2.9255
N  -1.2450  -11.3385  -5.0618
H  2.2034  -10.7274  -0.5572
H  2.6993  -10.2099  -2.1148
H  2.5102  -11.9432  -1.7689
H  0.5529  -9.7867  -3.5028
H  1.0560  -11.3269  -4.1049
H  -1.6412  -10.5626  -3.0936
H  -0.9249  -12.8627  -1.9954
H  -1.3451  -13.5457  -3.5118
H  -2.5095  -12.5622  -2.7048
H  -2.2239  -11.5678  -5.1577
H  -0.7133  -12.1569  -5.3216
C  -2.1262  -1.7474  -8.5929
O  -1.6119  -3.0549  -8.3586
C  -2.3641  -4.1515  -8.9515
C  -1.5693  -5.5090  -8.7416
C  -0.1201  -5.6667  -9.2261
N  -2.3407  -6.5965  -9.3819
H  -1.5029  -0.9983  -8.1045
H  -3.1735  -1.6810  -8.2980
H  -2.1453  -1.6194  -9.6752
H  -3.3734  -4.2409  -8.5498
H  -2.5097  -3.9085  -10.0041
H  -1.5778  -5.7807  -7.6861
H  0.4861  -4.9095  -8.7290
H  -0.1135  -5.5261  -10.3070
H  0.2363  -6.6352  -8.8752
H  -2.1147  -7.5085  -9.0114
H  -2.0450  -6.6057  -10.3476
C  6.7693  2.7547  -8.5007
O  5.6087  2.5464  -7.7007
C  5.9073  2.1784  -6.4037
C  4.6418  1.8669  -5.5234
C  3.6029  2.8856  -5.2867
N  5.0270  1.4072  -4.1656
H  7.2187  3.7350  -8.6597
H  6.5751  2.4300  -9.5229
H  7.6662  2.2989  -8.0813
H  6.5713  1.3261  -6.2590
H  6.4454  2.9985  -5.9284
H  4.1123  1.1229  -6.1184
H  2.7919  2.4618  -4.6944
H  3.1463  3.2276  -6.2155
H  3.9429  3.8084  -4.8166
H  5.6359  0.6168  -4.3222
H  4.1866  0.9704  -3.8147
C  0.2434  7.2334  9.8903
O  0.0355  6.2770  10.9118
C  -0.1601  4.9976  10.2434
C  -1.2276  4.7302  9.1859
N  -2.6782  4.5402  9.6555
C  -3.2662  5.8880  9.8678
C  -4.8377  5.7365  10.0209
O  -5.3442  5.4241  8.7392
C  -5.8669  6.4619  7.8595
H  -0.7070  7.5685  9.4749
H  0.8890  6.8771  9.0876
H  0.5883  8.2439  10.1094
H  -0.2580  4.3184  11.0903
H  0.7574  4.7977  9.6900
H  -0.9420  3.7820  8.7305
H  -1.0378  5.4185  8.3623
H  -3.1757  4.2001  8.8450
H  -3.0392  6.4881  8.9866
H  -2.7961  6.3945  10.7108
H  -5.2281  6.7110  10.3139
H  -5.0960  4.9437  10.7229
H  -5.2825  7.3511  8.0962
H  -6.9418  6.6393  7.8941
H  -5.5281  6.1890  6.8600
C  -1.9937  -3.5407  -1.3947
O  -0.8320  -3.1753  -0.6760
C  0.2976  -3.0253  -1.5386
C  1.5725  -2.9710  -0.6865
N  1.3647  -1.7362  0.0515
C  2.2077  -1.4991  1.1692
C  2.0388  -0.0534  1.6147
O  0.6699  0.1091  1.8165
C  0.1889  1.4391  1.7295
H  -2.8490  -3.7308  -0.7463
H  -1.8944  -4.5723  -1.7324
H  -2.3428  -2.8570  -2.1685
H  0.0979  -2.2072  -2.2307
H  0.3790  -3.8845  -2.2044
H  2.4504  -3.0772  -1.3237
H  1.5480  -3.8242  -0.0086
H  0.3978  -1.4605  0.1472
H  3.2448  -1.6145  0.8544
H  2.2640  -2.2255  1.9799
H  2.2237  0.5597  0.7326
H  2.6933  0.2173  2.4432
H  -0.8909  1.3220  1.8206
H  0.4531  1.8009  0.7358
H  0.6814  1.7804  2.6400
C  -5.4056  12.1737  -4.2422
O  -4.8151  10.8951  -4.5637
C  -3.4704  11.0404  -4.7957
C  -2.6776  9.7559  -5.0951
N  -2.4975  8.8694  -3.9199
C  -3.6885  8.5061  -3.0994
C  -4.8914  7.7865  -3.8397
O  -4.6563  6.4429  -3.8911
C  -5.6348  5.8480  -4.7189
H  -6.4133  12.0436  -3.8475
H  -5.2925  12.9168  -5.0316
H  -4.9953  12.5573  -3.3080
H  -3.0043  11.5601  -3.9586
H  -3.3563  11.7006  -5.6554
H  -1.7097  10.1227  -5.4368
H  -3.1116  9.2825  -5.9757
H  -2.0815  8.0445  -4.3283
H  -4.2071  9.2870  -2.5432
H  -3.4620  7.8508  -2.2584
H  -5.0836  8.3028  -4.7802
H  -5.8766  7.9587  -3.4063
H  -5.5956  4.7588  -4.7053
H  -5.3728  6.0619  -5.7551
H  -6.5949  6.2321  -4.3744


Entry 2:
The following is a DFT calculation (ωB97M-V/def2-TZVPD) of C46H30Cl3F5IN5O4SeSn as an isolated structure.

## Properties
Total charge   -2
Energy relative to the best compared isomer or geometry (same formula, charge and spin)   77.8 kJ/mol
Gap between HOMO and LUMO   6.04 eV
E   -7139.0693 hartree

Geometry (Å):
Sn  -1.6907  -0.0892  -0.8054
O  -0.1399  1.7042  4.0472
C  -1.0570  2.6713  3.7778
C  -0.9369  3.9261  4.3749
C  -1.8104  4.9499  4.0610
C  -2.8184  4.7373  3.1296
C  -2.9238  3.4965  2.5266
C  -2.0740  2.4402  2.8498
C  -2.2184  1.1818  2.0535
O  -2.5394  1.3382  0.8338
N  -2.0177  0.0344  2.6881
N  -2.1781  -1.0080  1.8298
C  -1.8155  -2.1608  2.2394
C  -1.8682  -3.2972  1.3168
C  -1.3044  -4.5224  1.6820
C  -1.2955  -5.5591  0.7682
C  -1.8401  -5.3502  -0.4899
C  -2.3868  -4.1039  -0.7663
N  -2.4185  -3.1074  0.1101
H  0.6969  2.1501  4.2285
H  -0.1172  4.0968  5.0645
H  -1.6850  5.9212  4.5252
H  -3.4912  5.5383  2.8501
H  -3.6590  3.3185  1.7524
H  -1.3818  -2.2987  3.2319
H  -0.8633  -4.6352  2.6650
H  -0.8549  -6.5151  1.0290
H  -1.8397  -6.1237  -1.2464
H  -2.8139  -3.8832  -1.7382
Cl  0.3245  -3.4597  -7.7485
C  -0.3883  -2.8501  -6.2664
C  0.3186  -1.9596  -5.4767
C  -0.2467  -1.4895  -4.3089
Cl  0.6651  -0.3638  -3.3486
C  -1.5405  -1.8679  -3.8410
O  -2.0782  -1.4615  -2.7666
C  -2.1991  -2.7756  -4.7234
Cl  -3.8082  -3.2880  -4.2818
C  -1.6549  -3.2613  -5.8947
H  1.3076  -1.6304  -5.7634
H  -2.2181  -3.9502  -6.5087
I  -4.7080  -0.7170  -0.8397
C  -5.0893  1.0807  -1.8401
C  -6.3942  1.4170  -2.0652
C  -6.7053  2.6211  -2.7299
C  -5.7009  3.4466  -3.1403
C  -4.3430  3.1140  -2.9120
C  -3.3113  3.9903  -3.3301
C  -2.0066  3.6735  -3.0986
C  -1.6795  2.4621  -2.4499
C  -2.6277  1.5656  -2.0255
C  -3.9961  1.8999  -2.2510
H  -7.1897  0.7633  -1.7331
H  -7.7424  2.8808  -2.9057
H  -5.9250  4.3784  -3.6490
H  -3.5851  4.9165  -3.8241
H  -1.2147  4.3509  -3.3965
H  -0.6251  2.2647  -2.2669
C  4.2001  -2.3332  2.8648
N  3.8467  -1.9304  1.5047
N  2.9153  -2.8160  0.9325
C  1.8489  -2.0836  0.3414
O  0.9666  -2.5977  -0.3084
C  2.1186  -0.6989  0.6952
C  3.2648  -0.6562  1.3912
C  3.9304  0.5078  2.0336
C  3.3792  -4.0488  0.4489
C  4.7447  -4.3087  0.3402
C  5.1812  -5.5434  -0.1180
C  4.2717  -6.5232  -0.4844
C  2.9122  -6.2541  -0.3839
C  2.4576  -5.0344  0.0872
H  4.5896  -3.3496  2.8442
H  3.3326  -2.2928  3.5327
H  4.9785  -1.6694  3.2346
H  1.4994  0.1407  0.4266
H  3.4096  1.4196  1.7374
H  4.9821  0.5611  1.7432
H  3.8783  0.4359  3.1229
H  5.4534  -3.5327  0.5936
H  6.2452  -5.7304  -0.2013
H  4.6160  -7.4823  -0.8504
H  2.1880  -7.0053  -0.6754
H  1.4025  -4.8205  0.1590
F  5.4188  7.5843  2.4806
C  4.5364  6.6170  2.1572
C  4.0848  5.7265  3.1116
F  4.5387  5.8307  4.3770
C  3.1783  4.7425  2.7668
F  2.7934  3.9171  3.7645
C  2.6645  4.5800  1.4758
Se  1.4061  3.2455  1.0544
C  3.1557  5.5015  0.5439
F  2.7503  5.4549  -0.7325
C  4.0635  6.4935  0.8636
F  4.5011  7.3517  -0.0776


> E of number 2 (C46H30Cl3F5IN5O4SeSn)?

-7139.0693 hartree


> The lowest E belongs to which entry?

C46H30Cl3F5IN5O4SeSn


> Look up the energy relative to the best compared isomer or geometry (same formula, charge and spin) of the first one.

887.1 kJ/mol